[1]
Here is a structure of composition C25H17AlF6N4O10S3 from the Open Molecules 2025 dataset. Energies are from ωB97M-V/def2-TZVPD.

The geometry in XYZ format:
```
66
Properties=species:S:1:pos:R:3:nbo_charge:R:1
Al -0.23 -0.43 0.57 2.028
O -1.00 -1.53 -0.73 -0.829
C -2.02 -0.84 -1.60 0.099
C -1.84 0.66 -1.25 0.791
O -2.29 1.53 -1.93 -0.533
O -1.18 0.86 -0.10 -0.904
C -3.44 -1.22 -1.14 0.000
C -3.80 -1.13 0.21 -0.223
C -5.08 -1.43 0.62 -0.187
C -6.03 -1.83 -0.32 -0.190
C -5.68 -1.91 -1.66 -0.197
C -4.39 -1.61 -2.07 -0.204
C -1.69 -1.25 -3.02 -0.004
C -1.39 -0.36 -4.03 -0.207
C -1.00 -0.83 -5.28 -0.192
C -0.90 -2.19 -5.52 -0.173
C -1.23 -3.09 -4.51 -0.198
C -1.63 -2.62 -3.28 -0.258
H -0.83 -2.41 -1.07 0.553
H -3.08 -0.82 0.96 0.202
H -5.35 -1.36 1.66 0.225
H -7.04 -2.06 0.00 0.226
H -6.42 -2.22 -2.39 0.226
H -4.14 -1.67 -3.11 0.231
H -1.45 0.71 -3.85 0.248
H -0.76 -0.12 -6.06 0.229
H -0.58 -2.55 -6.49 0.231
H -1.18 -4.16 -4.70 0.230
H -1.94 -3.35 -2.52 0.209
O 6.59 -3.83 -3.16 -1.004
S 7.31 -2.86 -3.97 2.399
O 8.75 -2.98 -3.94 -0.981
O 6.72 -2.60 -5.28 -0.997
C 6.93 -1.26 -3.16 0.158
N 7.78 -0.23 -3.25 -0.391
C 7.39 0.91 -2.70 0.084
C 6.19 1.05 -2.01 -0.302
C 5.39 -0.08 -1.97 0.157
N 5.74 -1.21 -2.56 -0.433
C 4.07 -0.15 -1.30 0.077
C 3.30 0.97 -0.99 -0.226
C 2.05 0.79 -0.45 0.075
N 1.53 -0.43 -0.21 -0.679
C 2.29 -1.51 -0.48 0.080
C 3.54 -1.41 -1.02 -0.202
H 8.05 1.76 -2.82 0.198
H 5.93 1.97 -1.50 0.214
H 3.65 1.97 -1.19 0.241
H 1.41 1.64 -0.21 0.226
H 1.84 -2.47 -0.27 0.210
H 4.12 -2.29 -1.27 0.297
F -0.98 -0.22 4.75 -0.277
C 0.25 -0.67 4.65 0.804
F 1.12 0.26 5.01 -0.284
F 0.43 -1.76 5.35 -0.270
S 0.68 -0.99 2.86 2.159
O 0.44 0.32 2.19 -0.970
O 2.00 -1.51 2.85 -0.833
N -0.42 -1.85 2.02 -1.293
S -0.92 -3.27 2.79 2.197
O 0.20 -4.12 2.98 -0.865
O -1.77 -2.89 3.87 -0.882
C -2.04 -4.15 1.59 0.763
F -3.29 -3.80 1.80 -0.280
F -1.71 -3.92 0.32 -0.321
F -1.88 -5.43 1.84 -0.277
```

Properties
Total energy in eV: -108045.3461
Lowest unoccupied orbital energy in eV: -1.484
Relative energy (zero: lowest compared OMol25 entry of this formula, charge and spin) in kcal/mol: 6.5
HOMO energy in eV: -7.39
Frontier orbital gap in eV: 5.90

---

[2]
Here is a cluster of 2 separate species, C6H13NO in total from the Open Molecules 2025 dataset. Energies are from ωB97M-V/def2-TZVPD.

The geometry in XYZ format:
```
21
Properties=species:S:1:pos:R:3:nbo_charge:R:1
C 1.43 0.32 1.00 0.090
C -1.09 -0.48 -0.44 -0.025
C 1.13 0.41 -0.33 -0.314
C -0.56 -0.80 1.87 -0.373
C -1.36 -1.10 -1.76 -0.650
C 0.83 1.72 -1.01 -0.638
N -0.98 -1.24 0.66 -0.452
O 1.39 1.48 1.77 -0.721
H 1.32 1.23 2.70 0.474
H -0.84 -2.23 0.49 0.392
H 2.03 -0.49 1.40 0.177
H -1.42 0.53 -0.26 0.195
H 1.49 -0.40 -0.96 0.203
H -0.47 -1.55 2.65 0.188
H -0.89 0.19 2.17 0.186
H -0.91 -0.51 -2.56 0.223
H -2.43 -1.18 -2.00 0.213
H -0.93 -2.11 -1.83 0.204
H 0.27 1.58 -1.93 0.199
H 1.75 2.26 -1.26 0.212
H 0.25 2.37 -0.35 0.218
```

Properties
Total energy in eV: -9967.1577
Lowest unoccupied orbital energy in eV: 0.991
Relative energy (zero: lowest compared OMol25 entry of this formula, charge and spin) in kcal/mol: 92.6
HOMO energy in eV: -6.82
Frontier orbital gap in eV: 7.81

---

[3]
Here is a structure of composition C5H10N2O from the Open Molecules 2025 dataset. Energies are from ωB97M-V/def2-TZVPD.

The geometry in XYZ format:
```
18
Properties=species:S:1:pos:R:3:nbo_charge:R:1
C -0.36 -0.31 1.23 -0.514
C 1.56 1.27 0.77 -0.607
C -1.26 0.68 0.11 0.722
C 0.68 0.15 0.28 -0.122
N -2.11 -0.06 -0.69 -0.859
N 0.50 -1.72 -1.25 -0.824
C 1.03 -0.51 -0.87 0.000
O -1.42 1.87 0.26 -0.625
H -3.00 0.37 -0.88 0.406
H -2.12 -1.06 -0.61 0.373
H -0.30 -2.06 -0.74 0.374
H 0.73 -2.04 -2.18 0.397
H -0.71 -1.34 1.17 0.197
H -0.34 0.19 2.19 0.241
H 1.77 -0.09 -1.53 0.197
H 2.19 1.66 -0.03 0.212
H 2.20 0.91 1.59 0.206
H 0.97 2.09 1.16 0.226
```

Properties
Total energy in eV: -10373.2569
Lowest unoccupied orbital energy in eV: 0.723
Relative energy (zero: lowest compared OMol25 entry of this formula, charge and spin) in kcal/mol: 47.2
HOMO energy in eV: -7.12
Frontier orbital gap in eV: 7.84

---

[4]
Here is a structure of composition C14H16CuN2SSe from the Open Molecules 2025 dataset. Energies are from ωB97M-V/def2-TZVPD.

The geometry in XYZ format:
```
35
Properties=species:S:1:pos:R:3:nbo_charge:R:1
Cu -0.65 -1.18 -0.39 0.641
C 5.30 3.15 0.15 -0.617
C 3.90 2.62 -0.02 -0.050
C 3.58 1.71 -1.02 -0.249
C 2.29 1.23 -1.21 0.058
C 2.04 0.27 -2.34 -0.651
C 1.25 1.66 -0.37 -0.183
Se -0.57 1.11 -0.66 -0.483
C 1.56 2.57 0.65 -0.043
C 0.52 3.09 1.61 -0.632
C 2.86 3.04 0.80 -0.226
H 6.00 2.59 -0.48 0.205
H 5.64 3.06 1.18 0.205
H 5.37 4.20 -0.13 0.205
H 4.37 1.36 -1.68 0.186
H 2.98 -0.05 -2.79 0.190
H 1.42 0.72 -3.11 0.222
H 1.49 -0.62 -2.00 0.235
H -0.23 2.33 1.82 0.241
H -0.02 3.95 1.19 0.211
H 0.99 3.42 2.54 0.192
H 3.08 3.74 1.61 0.186
C -5.52 -4.79 0.11 -0.641
C -4.42 -3.77 0.25 0.266
C -4.62 -2.59 0.96 -0.384
C -3.52 -1.75 1.06 0.104
N -2.35 -2.05 0.53 -0.598
C -2.24 -3.21 -0.19 0.265
S -0.70 -3.44 -0.94 -0.398
N -3.27 -4.08 -0.32 -0.512
H -6.50 -4.35 0.31 0.202
H -5.36 -5.61 0.81 0.222
H -5.50 -5.20 -0.90 0.230
H -5.58 -2.34 1.40 0.209
H -3.58 -0.81 1.59 0.195
```

Properties
Total energy in eV: -138582.7693
Charge: -1
Lowest unoccupied orbital energy in eV: 3.038
HOMO energy in eV: -3.72
Frontier orbital gap in eV: 6.76

---

[5]
Here is the molecule C2H6N2 from the Open Molecules 2025 dataset. Energies are from ωB97M-V/def2-TZVPD.

The geometry in XYZ format:
```
10
Properties=species:S:1:pos:R:3:nbo_charge:R:1
H 1.38 1.45 0.00 0.313
N 0.37 1.33 -0.03 -0.671
C 0.08 0.06 -0.10 0.450
C -1.36 -0.27 -0.05 -0.689
N 1.12 -0.83 -0.05 -0.870
H -1.74 0.65 -0.54 0.257
H -1.71 -1.19 -0.37 0.227
H -1.59 -0.04 0.98 0.242
H 1.56 -0.66 0.81 0.373
H 1.88 -0.51 -0.65 0.369
```

Properties
Total energy in eV: -5150.3128
SMILES: [H]/N=C(/C)N
Lowest unoccupied orbital energy in eV: 0.899
Relative energy (zero: lowest compared OMol25 entry of this formula, charge and spin) in kcal/mol: 37.1
HOMO energy in eV: -9.42
Frontier orbital gap in eV: 10.32

---

[6]
Here is the molecule C7H10N2O2 from the Open Molecules 2025 dataset. Energies are from ωB97M-V/def2-TZVPD.

The geometry in XYZ format:
```
21
Properties=species:S:1:pos:R:3:nbo_charge:R:1
C -0.77 -1.09 0.56 0.080
C -0.02 -1.30 1.59 -0.462
C 0.49 0.76 -0.35 0.727
C -1.67 -1.47 -0.47 -0.442
C -0.90 1.19 -0.23 0.060
C -1.22 2.32 0.69 -0.646
C 2.10 -0.27 -1.70 -0.254
N -2.17 -0.34 -1.36 -0.036
N -1.80 0.78 -1.12 -0.090
O 1.35 1.05 0.46 -0.649
O 0.75 0.08 -1.50 -0.535
H 0.55 -0.50 2.05 0.243
H 0.12 -2.28 2.02 0.214
H -1.21 -2.14 -1.20 0.263
H -2.60 -1.92 -0.11 0.236
H -1.36 3.23 0.12 0.235
H -0.38 2.46 1.37 0.256
H -2.13 2.12 1.26 0.224
H 2.17 -0.66 -2.71 0.194
H 2.42 -1.03 -0.98 0.186
H 2.74 0.61 -1.58 0.196
```

Properties
Total energy in eV: -14491.7840
Lowest unoccupied orbital energy (alpha / beta) in eV: -0.143 / -0.143
Relative energy (zero: lowest compared OMol25 entry of this formula, charge and spin) in kcal/mol: 121.6
HOMO energy (alpha / beta) in eV: -8.26 / -8.27
Frontier orbital gap (alpha / beta) in eV: 8.12 / 8.12

---

What did the first record say?
Here is a structure of composition C25H17AlF6N4O10S3 from the Open Molecules 2025 dataset. Energies are from ωB97M-V/def2-TZVPD.

The geometry in XYZ format:
```
66
Properties=species:S:1:pos:R:3:nbo_charge:R:1
Al -0.23 -0.43 0.57 2.028
O -1.00 -1.53 -0.73 -0.829
C -2.02 -0.84 -1.60 0.099
C -1.84 0.66 -1.25 0.791
O -2.29 1.53 -1.93 -0.533
O -1.18 0.86 -0.10 -0.904
C -3.44 -1.22 -1.14 0.000
C -3.80 -1.13 0.21 -0.223
C -5.08 -1.43 0.62 -0.187
C -6.03 -1.83 -0.32 -0.190
C -5.68 -1.91 -1.66 -0.197
C -4.39 -1.61 -2.07 -0.204
C -1.69 -1.25 -3.02 -0.004
C -1.39 -0.36 -4.03 -0.207
C -1.00 -0.83 -5.28 -0.192
C -0.90 -2.19 -5.52 -0.173
C -1.23 -3.09 -4.51 -0.198
C -1.63 -2.62 -3.28 -0.258
H -0.83 -2.41 -1.07 0.553
H -3.08 -0.82 0.96 0.202
H -5.35 -1.36 1.66 0.225
H -7.04 -2.06 0.00 0.226
H -6.42 -2.22 -2.39 0.226
H -4.14 -1.67 -3.11 0.231
H -1.45 0.71 -3.85 0.248
H -0.76 -0.12 -6.06 0.229
H -0.58 -2.55 -6.49 0.231
H -1.18 -4.16 -4.70 0.230
H -1.94 -3.35 -2.52 0.209
O 6.59 -3.83 -3.16 -1.004
S 7.31 -2.86 -3.97 2.399
O 8.75 -2.98 -3.94 -0.981
O 6.72 -2.60 -5.28 -0.997
C 6.93 -1.26 -3.16 0.158
N 7.78 -0.23 -3.25 -0.391
C 7.39 0.91 -2.70 0.084
C 6.19 1.05 -2.01 -0.302
C 5.39 -0.08 -1.97 0.157
N 5.74 -1.21 -2.56 -0.433
C 4.07 -0.15 -1.30 0.077
C 3.30 0.97 -0.99 -0.226
C 2.05 0.79 -0.45 0.075
N 1.53 -0.43 -0.21 -0.679
C 2.29 -1.51 -0.48 0.080
C 3.54 -1.41 -1.02 -0.202
H 8.05 1.76 -2.82 0.198
H 5.93 1.97 -1.50 0.214
H 3.65 1.97 -1.19 0.241
H 1.41 1.64 -0.21 0.226
H 1.84 -2.47 -0.27 0.210
H 4.12 -2.29 -1.27 0.297
F -0.98 -0.22 4.75 -0.277
C 0.25 -0.67 4.65 0.804
F 1.12 0.26 5.01 -0.284
F 0.43 -1.76 5.35 -0.270
S 0.68 -0.99 2.86 2.159
O 0.44 0.32 2.19 -0.970
O 2.00 -1.51 2.85 -0.833
N -0.42 -1.85 2.02 -1.293
S -0.92 -3.27 2.79 2.197
O 0.20 -4.12 2.98 -0.865
O -1.77 -2.89 3.87 -0.882
C -2.04 -4.15 1.59 0.763
F -3.29 -3.80 1.80 -0.280
F -1.71 -3.92 0.32 -0.321
F -1.88 -5.43 1.84 -0.277
```

Properties
Total energy in eV: -108045.3461
Lowest unoccupied orbital energy in eV: -1.484
Relative energy (zero: lowest compared OMol25 entry of this formula, charge and spin) in kcal/mol: 6.5
HOMO energy in eV: -7.39
Frontier orbital gap in eV: 5.90

---

> Among the records above, which one has the highest total energy?

C2H6N2

---

> Among the records above, which one has the highest total energy?

C2H6N2